DFT (ωB97M-V/def2-TZVPD) results for 2 unconnected molecules or ions with the total composition C8H8N2O3S at a distorted geometry.

Summary:
* calculated total energy: -1042.94534 Eh
* Kohn-Sham gap (alpha / beta): 7.16 / 7.16 eV
* energy above the lowest of the compared OMol25 structures with the same formula, charge and spin: 291.8 kJ/mol

Element x y z (Å)
C: 1.93158 1.79092 -0.15395
C: -1.26841 2.12825 0.24635
C: -0.48813 1.02881 -0.03092
C: -2.49954 0.06108 -0.25596
C: 0.93124 1.06383 -0.08730
C: 3.05187 -0.81752 0.23100
C: -3.54774 -0.99882 -0.34970
C: 1.69637 -0.94169 0.53238
N: -1.22951 -0.08354 -0.41888
N: 0.96403 -1.74191 -0.33883
O: 3.78403 -0.01242 1.07033
O: 2.89839 2.36682 -0.38953
O: 3.56049 -1.35162 -0.70336
S: -2.92742 1.59707 0.23613
H: -1.13341 3.10739 0.66466
H: -3.91406 -1.02555 -1.41393
H: -3.13266 -2.04390 -0.06372
H: -4.56178 -0.67153 0.05382
H: 1.37392 -0.66443 1.58160
H: 3.47130 0.90242 0.96407
H: 0.01850 -2.07470 -0.04328
H: 1.02096 -1.61894 -1.33097

Cartesian forces, eV/Å:
C -1.049 0.284 -0.892
C -1.482 -1.091 0.562
C -1.073 1.040 -0.822
C -0.206 -0.268 0.498
C -1.159 -3.362 1.162
C 3.561 1.545 -0.621
C -1.132 -0.892 -1.550
C -5.644 0.652 -0.709
N 1.110 -0.745 0.391
N -0.647 -0.512 3.097
O -0.241 -0.140 -0.079
O 3.081 1.699 0.047
O 0.382 -0.621 -0.443
S -0.143 1.716 0.327
H 0.705 0.099 -0.141
H 0.880 -0.465 0.507
H -1.088 1.910 -0.264
H 1.635 -0.668 0.581
H 0.131 -1.183 -1.394
H 0.329 -0.121 0.275
H 1.429 1.015 -0.356
H 0.619 0.108 -0.176

These are the natural (NBO) partial charges, in e, on atoms 1 to 2: 0.579, -0.443

DFT (ωB97M-V/def2-TZVPD) results for a molecular structure, C22H19BrCl2N5O2Tc.

Summary:
* charge: -1
* calculated total energy: -4849.40450 Eh
* Kohn-Sham gap (alpha / beta): 6.46 / 6.15 eV
* energy above the lowest of the compared OMol25 structures with the same formula, charge and spin: 75.1 kJ/mol
* spin multiplicity: 2

Element x y z (Å)
Tc: 0.06246 0.18531 0.64937
Cl: 4.15490 -4.94189 -1.59075
C: 3.61249 -3.40884 -0.97326
C: 2.27149 -3.26737 -0.64220
C: 1.80304 -2.05584 -0.15153
N: 0.47662 -1.78687 0.21016
C: -0.45922 -2.73872 0.35996
O: -0.37842 -3.95022 0.15990
C: -1.75124 -2.14906 0.85307
C: -2.82133 -2.96433 1.18270
C: -3.98390 -2.38527 1.65183
C: -4.03634 -1.00334 1.78358
C: -2.92753 -0.25824 1.43862
N: -1.80890 -0.81635 0.96848
C: 2.69561 -0.97095 0.01132
C: 4.03525 -1.13356 -0.31688
C: 4.48662 -2.35066 -0.81087
Cl: 6.17163 -2.50274 -1.21531
N: 2.11356 0.20979 0.49900
C: 2.82780 1.29146 0.86982
O: 4.04590 1.44048 0.87522
C: 1.94357 2.43982 1.29672
C: 2.49576 3.63687 1.72063
C: 1.64566 4.67064 2.06948
C: 0.27568 4.47947 1.96482
C: -0.19277 3.25461 1.52464
N: 0.62579 2.25596 1.21326
H: 1.59383 -4.09684 -0.75586
H: -2.69445 -4.03069 1.06151
H: -4.83621 -2.99623 1.92012
H: -4.91999 -0.50360 2.15530
H: -2.91316 0.81813 1.53967
H: 4.72498 -0.31793 -0.18211
H: 3.57259 3.71624 1.76038
H: 2.04311 5.61726 2.41323
H: -0.42442 5.26354 2.21873
H: -1.24975 3.05444 1.40912
C: -2.81359 1.17502 -1.78568
C: -1.38056 0.65649 -1.94557
C: -1.39777 -0.84251 -2.26346
C: -0.72654 1.38472 -3.13080
N: -0.59460 1.07109 -0.78713
H: -3.37565 1.04581 -2.71519
H: -2.79693 2.23664 -1.53084
H: -3.33922 0.63491 -0.99731
H: -1.85352 -1.01227 -3.24340
H: -1.97368 -1.40868 -1.53361
H: -0.38213 -1.23971 -2.28363
H: -1.26740 1.17965 -4.05931
H: 0.30653 1.05216 -3.24681
H: -0.71776 2.45986 -2.94818
Br: 0.03212 -0.09767 3.32903

Cartesian forces, eV/Å:
Tc -0.002 -0.136 0.328
Cl -0.001 0.000 0.000
C 0.003 0.003 -0.001
C -0.002 -0.002 -0.001
C -0.004 -0.002 0.015
N 0.008 0.001 -0.014
C -0.044 0.058 -0.003
O 0.014 -0.033 0.001
C 0.039 -0.058 -0.003
C -0.001 -0.003 0.002
C 0.003 -0.015 -0.004
C 0.017 0.018 -0.004
C -0.017 0.009 0.009
N 0.079 0.016 -0.050
C 0.032 -0.016 -0.008
C -0.008 -0.002 0.000
C -0.005 -0.003 0.000
Cl 0.002 0.001 0.000
N 0.002 0.027 -0.013
C -0.017 0.042 0.000
O -0.040 -0.004 0.007
C -0.021 -0.044 -0.013
C 0.013 -0.019 -0.005
C -0.006 0.004 0.000
C -0.003 0.009 0.008
C 0.017 -0.039 -0.016
N 0.069 -0.036 -0.052
H 0.000 0.000 0.000
H -0.001 0.001 0.000
H 0.000 0.000 0.000
H 0.002 0.001 0.000
H -0.002 0.004 0.000
H 0.000 -0.002 0.000
H 0.000 0.001 0.000
H 0.000 0.000 -0.001
H 0.001 -0.001 0.001
H -0.007 0.000 -0.005
C 0.008 0.003 -0.001
C -0.011 -0.026 0.021
C -0.002 -0.006 -0.011
C -0.002 0.001 0.007
N -0.087 0.230 -0.169
H 0.002 0.001 -0.001
H 0.000 0.002 0.000
H -0.004 -0.002 0.000
H 0.001 -0.002 -0.002
H -0.003 -0.003 0.000
H 0.001 -0.001 -0.001
H -0.001 -0.002 0.000
H 0.002 0.000 0.000
H 0.001 -0.002 0.001
Br -0.025 0.026 -0.020

These are the natural (NBO) partial charges, in e, on atoms 1 to 2: 0.972, -0.015

DFT (ωB97M-V/def2-TZVPD) results for 8 unconnected molecules or ions with the total composition C28H30Br3N7O14 at a distorted geometry.

Summary:
* charge: -1
* calculated total energy: -10242.93708 Eh
* Kohn-Sham gap (alpha / beta): 2.64 / 6.43 eV
* spin multiplicity: 2

Element x y z (Å)
C: -0.54434 2.64184 -5.91783
N: -0.84012 1.33276 -5.21698
O: -1.69058 0.59386 -5.77929
O: -0.24040 1.03351 -4.19681
H: -1.22641 3.39751 -5.52816
H: -0.82233 2.50474 -6.96283
H: 0.50254 2.83722 -5.68553
C: 5.44139 -1.08763 -2.36855
N: 4.54942 -0.24149 -1.43994
O: 3.57430 0.26610 -1.97465
O: 4.82498 -0.04339 -0.25173
H: 5.28247 -2.16254 -2.28246
H: 6.50504 -0.95498 -2.17066
H: 5.22576 -0.77687 -3.39082
C: -1.36833 5.68411 -1.96787
N: -2.48364 4.93413 -2.58907
O: -2.28726 3.76751 -2.84600
O: -3.51203 5.57431 -2.77508
H: -1.75876 5.98426 -0.99547
H: -0.95879 6.51672 -2.53983
H: -0.48603 5.05432 -1.85377
C: 2.68919 8.73876 1.51436
C: 2.92689 7.52186 0.82435
C: 2.08112 6.46421 0.73319
C: 0.75946 6.67158 1.33297
C: 0.57097 7.77697 2.18889
C: 1.49904 8.80555 2.23591
N: -0.31534 5.63294 1.29965
O: -0.09942 4.62781 0.56657
O: -1.36132 5.76082 1.89083
H: 3.37923 9.56888 1.54831
H: 3.84000 7.44249 0.25310
H: 2.19127 5.53157 0.19984
H: -0.39706 7.92326 2.64485
H: 1.20246 9.71244 2.74188
C: 0.70190 1.54489 -0.39057
C: 1.61613 0.59083 0.15003
C: 1.35937 -0.76143 0.15857
C: 0.14646 -1.19280 -0.37941
C: -0.76610 -0.33946 -0.88132
C: -0.49357 1.10584 -0.97087
N: -0.18939 -2.59014 -0.37168
O: 0.65528 -3.52029 -0.44463
O: -1.36387 -2.94465 -0.33780
H: 0.90103 2.60546 -0.43449
H: 2.50364 0.83161 0.71638
H: 2.03885 -1.50427 0.54957
H: -1.61488 -0.82571 -1.33908
H: -0.96914 1.89674 -1.53186
C: 0.92305 -6.49694 2.15066
C: 1.10934 -7.75792 2.85975
C: 0.58958 -9.00750 2.28056
C: -0.17767 -8.95131 1.13620
C: -0.35654 -7.70136 0.46450
C: 0.24931 -6.54932 0.95676
N: -0.81023 -10.07585 0.50161
O: -0.92620 -10.13000 -0.74343
O: -1.34075 -10.88819 1.25621
H: 1.18657 -5.54083 2.57821
H: 1.66605 -7.69017 3.78272
H: 0.60997 -9.94452 2.81720
H: -0.91502 -7.71270 -0.45983
H: 0.11907 -5.66167 0.35550
C: -1.05356 -3.90541 3.08114
C: -2.33689 -3.48677 2.94650
C: -2.54407 -2.12479 2.78094
C: -1.47033 -1.23081 2.64482
C: -0.20038 -1.66801 2.93420
C: -0.04557 -3.00039 3.12162
N: -1.80942 0.23484 2.59372
O: -2.97336 0.60748 2.75760
O: -0.85473 1.01469 2.38149
H: -0.91834 -4.96332 3.25129
H: -3.24469 -4.06535 3.03332
H: -3.56121 -1.76185 2.79112
H: 0.60846 -0.95867 3.02919
H: 0.92645 -3.32952 3.45812
C: -4.86524 -0.17786 -1.31811
Br: -4.94685 -0.85503 0.59341
Br: -4.27173 -1.64535 -2.54786
Br: -3.67633 1.40247 -1.55292
H: -5.86820 0.08979 -1.65057

Cartesian forces, eV/Å:
C -0.296 -0.592 0.444
N -1.373 -1.695 -0.680
O 1.652 1.562 1.174
O -0.517 0.652 -1.066
H 0.213 -0.100 0.399
H 0.495 -0.125 0.121
H -0.231 0.280 -0.316
C 0.266 0.115 0.032
N -0.430 0.708 0.343
O 0.951 -0.642 -0.056
O 0.422 -0.949 -1.578
H -0.632 0.212 0.399
H -0.238 0.484 0.417
H -0.187 0.060 0.309
C 1.164 -0.105 0.689
N 0.257 1.643 -0.189
O -0.496 -0.416 -0.356
O 0.461 -1.032 -0.102
H 0.322 0.141 -0.037
H -1.073 0.234 -0.328
H -0.573 -0.435 0.384
C -0.642 -0.996 0.227
C 1.431 0.933 -0.519
C -3.393 0.153 0.847
C -0.740 -2.074 0.874
C -0.371 0.264 -0.768
C -0.226 -0.080 -0.427
N 4.833 1.932 -1.430
O 0.610 -1.076 -0.942
O -2.697 1.017 1.761
H 0.217 -0.157 -0.232
H 0.413 -0.002 0.057
H 0.484 0.152 -0.137
H -0.025 -0.244 0.160
H 0.194 0.113 0.303
C -0.109 -1.462 -0.209
C -0.488 0.119 0.803
C -0.387 -0.014 -0.463
C 1.209 0.036 0.761
C -0.993 3.029 -1.620
C 1.927 -2.183 0.862
N -0.636 -4.012 -0.417
O 0.388 2.411 0.301
O 0.018 1.401 0.126
H 0.250 0.059 0.333
H 0.154 0.726 -0.411
H 0.172 0.136 0.133
H -0.385 0.454 -0.016
H -0.908 -0.609 0.060
C 0.031 -3.199 1.448
C -1.050 0.399 -2.448
C 0.175 1.960 1.601
C 0.696 3.208 -1.261
C 0.916 -1.376 0.685
C -1.085 0.046 -1.192
N -1.767 -1.466 -1.107
O 0.674 0.376 2.295
O 0.716 0.257 -0.440
H 0.471 -0.149 -0.014
H -0.096 -0.587 0.119
H 0.437 -0.024 0.112
H 0.012 0.197 -0.003
H -0.035 0.310 0.131
C -0.725 -1.840 0.295
C -1.257 1.733 -0.247
C -0.038 0.661 -0.427
C -2.095 0.121 1.187
C -0.147 1.592 -0.589
C 2.182 -0.684 0.717
N 1.034 1.693 -0.480
O 1.518 -0.945 -0.142
O -1.781 -1.775 0.509
H 0.458 -0.014 0.058
H 0.325 -0.569 -0.044
H 0.146 0.241 -0.169
H 0.054 -0.023 -0.086
H 0.278 -0.180 -0.271
C 0.894 -0.352 0.107
Br -0.004 0.734 -1.858
Br -0.368 0.879 0.855
Br -1.318 -1.203 0.295
H 0.295 -0.051 0.347

These are the Mulliken partial charges, in e, on atoms 1 to 2: -0.680, 0.843